Formula: C38H40AsN8O5Rb
Source: OMol25
Level of theory: ωB97M-V/def2-TZVPD

Each line ends with the Mulliken charge.
Positions of all 93 atoms, in Å:
Rb (-0.6922, 1.3817, -0.0076)  0.709
C (2.5984, 1.6729, 3.6805)  -0.455
C (2.4601, 0.3680, 4.1332)  -0.607
C (1.2444, -0.2912, 3.9910)  -0.023
C (0.1613, 0.3623, 3.4122)  -0.094
C (0.2869, 1.6981, 3.0166)  -0.601
C (1.5086, 2.3353, 3.1215)  -0.532
N (-0.9780, -0.4752, 3.1422)  -0.325
N (-1.8036, 0.0734, 2.3961)  -0.090
C (-2.8626, -0.7266, 1.8637)  0.003
C (-3.2611, -1.8958, 2.5239)  -0.049
C (-4.2566, -2.6736, 1.9561)  -0.612
C (-4.8188, -2.2639, 0.7473)  -0.638
C (-4.3803, -1.0955, 0.1310)  -0.623
C (-3.3754, -0.2437, 0.6420)  -0.206
H (3.5594, 2.1697, 3.7338)  0.362
H (3.3107, -0.1525, 4.5587)  0.311
H (1.1247, -1.3277, 4.2823)  0.375
H (-0.5455, 2.2334, 2.5816)  1.072
H (1.6030, 3.3324, 2.7090)  0.307
H (-2.7957, -2.1809, 3.4610)  0.316
H (-4.5941, -3.5815, 2.4451)  0.352
H (-5.6055, -2.8616, 0.2920)  0.320
H (-4.8723, -0.8281, -0.8072)  0.497
O (-0.2359, 4.2301, 0.8722)  -0.773
C (0.2495, 4.0140, -0.2645)  0.278
O (-0.3998, 3.6954, -1.2965)  -0.663
C (1.7908, 3.9016, -0.3971)  0.809
O (2.4546, 4.8817, -0.7911)  -0.875
O (2.2092, 2.7373, -0.1173)  -0.763
C (1.2159, -2.9258, -0.6149)  -0.200
N (1.1864, -4.3855, -0.8456)  0.190
C (-0.0487, -4.6992, -1.5643)  -0.502
N (-1.2495, -4.2812, -0.8416)  0.040
C (-1.1564, -2.8258, -0.6099)  2.000
N (0.0473, -2.4740, 0.1404)  1.068
C (0.0225, -3.1710, 1.4203)  -0.515
N (-0.0400, -4.6373, 1.2494)  0.099
C (1.1244, -5.0435, 0.4593)  -0.751
C (-1.2448, -4.9378, 0.4675)  -0.754
H (1.2202, -2.4162, -1.5799)  -0.574
H (2.1231, -2.6575, -0.0716)  0.306
H (-0.0957, -5.7809, -1.7343)  0.409
H (-0.0266, -4.1911, -2.5323)  0.077
H (-2.0403, -2.4956, -0.0608)  -1.332
H (-1.1231, -2.3093, -1.5694)  -0.983
H (-0.8449, -2.8410, 1.9922)  -0.026
H (0.9276, -2.9183, 1.9783)  0.032
H (1.0857, -6.1281, 0.3079)  0.338
H (2.0307, -4.7976, 1.0183)  0.363
H (-2.1205, -4.6021, 1.0273)  0.305
H (-1.3064, -6.0218, 0.3208)  0.350
O (0.2058, -0.2364, -1.9988)  0.795
As (0.0896, 0.0278, -3.6062)  0.764
C (-1.6377, -0.5314, -4.2583)  0.319
C (-1.8681, -0.7953, -5.6066)  -0.278
C (-3.1237, -1.2023, -6.0292)  -0.858
C (-4.1490, -1.3522, -5.1025)  -0.651
C (-3.9172, -1.0928, -3.7594)  -0.428
C (-2.6629, -0.6795, -3.3306)  -0.540
C (1.3911, -1.0781, -4.5218)  0.247
C (2.6866, -0.5953, -4.6701)  -0.294
C (3.6782, -1.4193, -5.1810)  -0.700
C (3.3794, -2.7244, -5.5461)  -0.447
C (2.0877, -3.2107, -5.3935)  -0.750
C (1.0957, -2.3903, -4.8776)  -0.211
C (0.4401, 1.8240, -4.1660)  0.471
C (-0.0949, 2.3300, -5.3504)  -0.487
C (0.2132, 3.6217, -5.7341)  -0.668
C (1.0443, 4.4046, -4.9336)  -0.614
C (1.5574, 3.9080, -3.7492)  -0.785
C (1.2510, 2.6061, -3.3585)  -0.025
H (-1.0620, -0.6948, -6.3253)  0.424
H (-3.3008, -1.4080, -7.0780)  0.371
H (-5.1299, -1.6760, -5.4284)  0.381
H (-4.7083, -1.2167, -3.0315)  0.335
H (-2.4918, -0.4837, -2.2749)  0.331
H (2.9231, 0.4196, -4.3710)  0.342
H (4.6884, -1.0430, -5.2785)  0.408
H (4.1575, -3.3687, -5.9368)  0.359
H (1.8552, -4.2341, -5.6612)  0.370
H (0.0915, -2.7762, -4.7417)  0.355
H (-0.7606, 1.7288, -5.9593)  0.263
H (-0.2091, 4.0281, -6.6458)  0.373
H (1.2621, 5.4251, -5.2259)  0.373
H (2.1372, 4.5220, -3.0693)  0.415
H (1.6153, 2.2419, -2.4034)  0.266
N (3.1781, 0.0522, -0.6880)  -0.680
N (3.1199, -0.5398, 0.6358)  -0.356
H (2.9275, 1.0420, -0.5993)  0.523
H (2.4205, -0.3784, -1.2098)  0.214
H (2.2651, -0.2426, 1.1061)  0.002
H (3.8735, -0.1106, 1.1591)  0.353

Results
- Kohn-Sham gap: 5.52 eV
- Charge: -2
- Electronic energy: -123706.1633 eV
- ΔE to the lowest compared entry with this formula, charge and spin: 13.0 kcal/mol
- E_LUMO: 3.9 eV



Formula: C38H40CrN6O5S
Source: OMol25
Level of theory: ωB97M-V/def2-TZVPD

Each line ends with the Mulliken charge.
Positions of all 91 atoms, in Å:
Cr (-0.3159, -0.5468, 0.0745)  0.338
C (1.5264, 2.2507, 2.6221)  -2.697
C (0.7735, 2.3324, 1.3178)  2.164
C (1.4828, 2.5792, 0.1403)  0.769
C (2.9849, 2.7004, 0.2145)  -2.496
C (0.8098, 2.7194, -1.0803)  1.744
C (1.6226, 2.9847, -2.3276)  -2.469
C (-0.5836, 2.6019, -1.1150)  0.794
C (-1.3754, 2.8184, -2.3844)  -2.140
C (-1.2953, 2.3031, 0.0600)  1.987
C (-2.7931, 2.1269, -0.0238)  -2.563
C (-0.6258, 2.2074, 1.2879)  0.615
C (-1.3861, 2.0458, 2.5830)  -2.505
H (1.8033, 3.2522, 2.9679)  0.428
H (2.4455, 1.6756, 2.5173)  0.525
H (0.9466, 1.7718, 3.4028)  0.553
H (3.4488, 1.7172, 0.3453)  0.284
H (3.2870, 3.3071, 1.0680)  0.479
H (3.4128, 3.1530, -0.6752)  0.451
H (2.0734, 3.9798, -2.3058)  0.537
H (1.0374, 2.9121, -3.2387)  0.305
H (2.4411, 2.2664, -2.4146)  0.383
H (-1.6951, 1.8698, -2.8289)  0.094
H (-0.8183, 3.3709, -3.1352)  0.344
H (-2.2803, 3.3895, -2.1793)  0.523
H (-3.3111, 3.0910, -0.0264)  0.397
H (-3.1747, 1.5370, 0.8032)  0.469
H (-3.0742, 1.6074, -0.9401)  0.414
H (-1.3334, 1.0217, 2.9580)  0.285
H (-2.4331, 2.3128, 2.4724)  0.458
H (-0.9673, 2.6968, 3.3497)  0.516
C (-2.8593, -1.1868, -3.3449)  -2.485
C (-2.4807, -1.0881, -1.8891)  1.480
O (-1.3613, -0.5806, -1.6551)  0.266
C (-3.3815, -1.5463, -0.8706)  0.308
C (-4.5911, -2.1861, -1.2430)  -1.329
C (-5.5127, -2.5853, -0.3194)  -1.042
C (-5.2586, -2.3336, 1.0450)  -0.437
C (-4.1083, -1.7215, 1.4494)  -1.040
C (-3.1086, -1.3237, 0.5158)  0.609
O (-2.0402, -0.7759, 0.9707)  0.207
H (-2.1299, -0.6383, -3.9359)  0.291
H (-3.8552, -0.7887, -3.5328)  0.551
H (-2.8453, -2.2328, -3.6590)  0.466
H (-4.7865, -2.3706, -2.2909)  0.394
H (-6.4240, -3.0792, -0.6260)  0.412
H (-5.9889, -2.6348, 1.7867)  0.426
H (-3.9006, -1.5315, 2.4944)  0.474
O (-0.0698, -3.2084, 0.3242)  -0.314
C (0.3554, -2.8498, 1.4209)  0.010
N (0.5894, -1.5499, 1.7301)  0.733
S (1.2186, -1.3621, 3.2201)  0.957
O (2.5790, -0.8930, 3.1211)  -0.736
O (0.3309, -0.6450, 4.0922)  -0.697
C (1.2041, -3.0855, 3.6216)  0.237
C (1.6004, -3.7140, 4.7843)  -0.816
C (1.4767, -5.0976, 4.8274)  -0.599
C (0.9755, -5.8090, 3.7392)  -0.689
C (0.5839, -5.1554, 2.5781)  -0.369
C (0.7059, -3.7787, 2.5388)  -0.215
H (1.9867, -3.1543, 5.6252)  0.503
H (1.7729, -5.6312, 5.7210)  0.402
H (0.8900, -6.8858, 3.8042)  0.415
H (0.1902, -5.6911, 1.7247)  0.587
C (0.8992, -0.0902, -3.3562)  -0.348
C (1.7592, -0.6521, -2.2827)  -0.270
N (1.5753, -0.5869, -0.9764)  1.529
C (2.6715, -1.1961, -0.3874)  -0.830
C (3.4871, -1.6800, -1.3511)  -0.959
N (2.8992, -1.3371, -2.5533)  0.458
C (3.2724, -1.8618, -3.8425)  -0.917
N (2.1682, -2.6098, -4.4022)  0.737
N (1.9721, -2.5638, -5.7409)  -0.916
N (0.9028, -3.1933, -6.0371)  -0.577
C (0.3343, -3.6588, -4.8696)  0.910
C (-0.8712, -4.3380, -4.6615)  -0.806
C (-1.2315, -4.5896, -3.3593)  -0.741
C (-0.4188, -4.1821, -2.2780)  -0.877
C (0.7812, -3.5367, -2.4672)  -0.393
C (1.1443, -3.2848, -3.7979)  0.591
H (0.2898, 0.7062, -2.9445)  -0.788
H (0.2329, -0.8507, -3.7641)  -0.214
H (1.5146, 0.3045, -4.1662)  0.740
H (2.7855, -1.2421, 0.6817)  0.415
H (4.4125, -2.2261, -1.3034)  0.454
H (4.1487, -2.4930, -3.6977)  0.378
H (3.5130, -1.0761, -4.5574)  0.410
H (-1.4887, -4.6309, -5.4997)  0.434
H (-2.1612, -5.1022, -3.1486)  0.439
H (-0.7438, -4.3576, -1.2608)  0.592
H (1.3717, -3.2305, -1.6138)  0.604

Results
- Kohn-Sham gap (spin up / spin down): 7.91 / 8.04 eV
- ⟨S²⟩: 6.010
- Electronic energy: -98493.5135 eV
- ΔE to the lowest compared entry with this formula, charge and spin: 0.0 kcal/mol
- E_LUMO (spin up / spin down): 0.1 / 0.0 eV
- Spin multiplicity: 5



Formula: C38H40N3O6PdS2
Source: OMol25
Level of theory: ωB97M-V/def2-TZVPD

Each line ends with the Mulliken charge.
Positions of all 90 atoms, in Å:
Pd (-0.6419, 0.7951, 0.4316)  0.489
O (1.1644, 0.4452, -0.8930)  -0.252
S (1.0944, -0.7680, -1.8144)  0.582
C (0.7020, -0.0821, -3.4415)  -0.792
C (-0.7409, 0.4234, -3.5457)  -1.349
C (-1.2004, 1.3852, -2.4469)  0.373
C (-0.2932, 2.6147, -2.3154)  -0.646
S (-0.4852, 3.5962, -0.7727)  0.545
O (0.3346, 2.8510, 0.2878)  -0.667
C (0.5783, 4.9162, -1.3293)  0.516
C (0.0099, 5.9268, -2.0929)  -0.354
C (0.8200, 6.9496, -2.5615)  -0.713
C (2.1745, 6.9604, -2.2475)  -0.440
C (2.7214, 5.9531, -1.4643)  -0.660
C (1.9210, 4.9181, -0.9976)  -0.335
C (2.7933, -1.1938, -2.1298)  0.261
C (3.7896, -0.3494, -1.6649)  -0.207
C (5.1141, -0.6880, -1.9081)  -0.779
C (5.4208, -1.8513, -2.6010)  -0.549
C (4.4079, -2.6880, -3.0530)  -0.684
C (3.0810, -2.3689, -2.8085)  -0.269
H (0.8750, -0.8942, -4.1504)  0.634
H (1.4480, 0.6953, -3.6151)  0.423
H (-1.4180, -0.4327, -3.5541)  0.441
H (-0.8403, 0.9119, -4.5175)  0.430
H (-1.2413, 0.8149, -1.5080)  -0.331
H (-2.2237, 1.7004, -2.6503)  0.712
H (-0.4630, 3.3207, -3.1296)  0.658
H (0.7624, 2.3466, -2.2851)  -0.037
H (-1.0527, 5.9177, -2.3128)  0.455
H (0.3943, 7.7446, -3.1596)  0.394
H (2.8034, 7.7652, -2.6062)  0.398
H (3.7734, 5.9746, -1.2120)  0.409
H (2.3209, 4.1274, -0.3749)  0.427
H (3.5247, 0.5478, -1.1205)  0.418
H (5.9070, -0.0410, -1.5571)  0.426
H (6.4550, -2.1126, -2.7853)  0.403
H (4.6552, -3.5935, -3.5910)  0.379
H (2.2817, -3.0225, -3.1439)  0.438
C (-3.6395, 6.2351, 2.9456)  -0.779
O (-3.9425, 5.1485, 3.8131)  -0.448
C (-3.6481, 3.9047, 3.3993)  0.958
C (-3.9617, 2.8780, 4.3181)  -1.016
C (-3.6918, 1.5866, 3.9823)  -0.856
C (-3.0971, 1.2404, 2.7445)  -0.073
C (-2.8749, -0.1281, 2.3743)  1.583
C (-3.4114, -1.2500, 3.2259)  -1.683
O (-2.2597, -0.4646, 1.3412)  -0.712
C (-2.8012, 2.2777, 1.8216)  0.348
O (-2.3326, 2.0354, 0.6243)  -0.751
C (-3.0821, 3.6110, 2.1754)  -0.378
H (-3.9342, 7.1338, 3.4765)  0.245
H (-4.2028, 6.1608, 2.0139)  0.331
H (-2.5710, 6.2722, 2.7267)  0.317
H (-4.4156, 3.1432, 5.2626)  0.464
H (-3.9397, 0.8046, 4.6899)  0.397
H (-4.4943, -1.1719, 3.3331)  0.501
H (-2.9741, -1.2059, 4.2250)  0.414
H (-3.1711, -2.2070, 2.7700)  0.225
H (-2.8541, 4.3737, 1.4464)  0.383
C (2.0426, -6.2759, -2.8176)  -1.222
C (1.1085, -5.7624, -1.7526)  0.655
C (-0.2403, -5.5484, -2.0181)  -0.798
C (-1.1125, -5.1373, -1.0242)  -0.792
C (-0.6612, -4.9380, 0.2764)  0.514
N (-1.6518, -4.6216, 1.2426)  0.134
C (-1.5937, -4.5005, 2.6051)  0.014
O (-2.5374, -4.7766, 3.3115)  -0.618
N (-0.4027, -4.0108, 3.1686)  0.017
C (0.1723, -2.7675, 2.8771)  -0.099
C (0.9615, -2.1468, 3.8405)  -0.563
C (1.5158, -0.9098, 3.5847)  -1.090
C (1.2547, -0.2988, 2.3730)  -0.476
N (0.4825, -0.8841, 1.4468)  0.626
C (-0.0374, -2.0891, 1.6825)  -0.073
C (0.6910, -5.1094, 0.5530)  -0.061
C (1.5534, -5.5146, -0.4578)  -0.880
H (1.4884, -6.6950, -3.6565)  0.377
H (2.6954, -7.0541, -2.4217)  0.404
H (2.6847, -5.4847, -3.2067)  0.091
H (-0.6267, -5.7360, -3.0141)  0.380
H (-2.1651, -5.0060, -1.2524)  0.400
H (-2.5937, -4.8468, 0.9558)  0.263
H (-0.3911, -4.2408, 4.1527)  0.307
H (1.1252, -2.6345, 4.7953)  0.463
H (2.1291, -0.4133, 4.3239)  0.453
H (1.6803, 0.6622, 2.1163)  0.450
H (-0.6699, -2.4971, 0.9072)  0.555
H (1.0715, -4.9812, 1.5556)  0.517
H (2.5989, -5.6753, -0.2152)  0.434

Results
- Kohn-Sham gap (spin up / spin down): 8.25 / 6.32 eV
- Charge: +1
- ⟨S²⟩: 2.007
- Electronic energy: -81953.6659 eV
- E_LUMO (spin up / spin down): -2.0 / -3.9 eV
- Spin multiplicity: 3